{"formula": "C30H46N3O4OsP2S2", "method": "wB97M-V/def2-TZVPD", "elements": ["Os", "C", "C", "C", "P", "C", "C", "C", "C", "C", "C", "C", "C", "C", "C", "N", "C", "C", "C", "C", "C", "C", "C", "P", "C", "C", "C", "C", "C", "C", "H", "H", "H", "H", "H", "H", "H", "H", "H", "H", "H", "H", "H", "H", "H", "H", "H", "H", "H", "H", "H", "H", "H", "H", "H", "H", "H", "H", "H", "H", "H", "H", "H", "H", "H", "H", "H", "H", "H", "H", "O", "S", "O", "O", "O", "C", "N", "C", "C", "N", "C", "S", "H", "H", "H", "H", "H", "H"], "xyz": [[0.139364, -0.876630, -0.200455], [5.006564, -0.726930, 0.710345], [3.512364, -0.614130, 0.995145], [3.190964, 0.627570, 1.822745], [2.433064, -0.586130, -0.529155], [3.304264, -1.587330, -1.831255], [3.269464, -3.064630, -1.450955], [2.651764, -1.346330, -3.188755], [2.420664, 1.097170, -1.224255], [3.526264, 1.731470, -1.770255], [3.412664, 2.943370, -2.441055], [4.606164, 3.612870, -3.039655], [2.135364, 3.483370, -2.592855], [1.024664, 2.869170, -2.056955], [1.137864, 1.684370, -1.313255], [0.051764, 1.042770, -0.738855], [-1.065136, 1.764970, -0.353255], [-0.998836, 3.117570, 0.013645], [-2.116936, 3.787770, 0.458345], [-3.350436, 3.151570, 0.526745], [-4.582236, 3.841970, 1.009945], [-3.411536, 1.804470, 0.183945], [-2.304536, 1.097970, -0.231955], [-2.320436, -0.779030, -0.478655], [-3.841336, -1.375230, 0.452545], [-3.667236, -1.125830, 1.951245], [-5.211836, -0.893830, -0.036755], [-2.776436, -0.841830, -2.282555], [-1.670736, -0.215130, -3.126355], [-3.115436, -2.244530, -2.767555], [5.552264, -0.728930, 1.651445], [5.357764, 0.121670, 0.128845], [5.253364, -1.646330, 0.186245], [3.175164, -1.501830, 1.546645], [3.631864, 1.508470, 1.364945], [3.585364, 0.527570, 2.830745], [2.112764, 0.779870, 1.884545], [4.343064, -1.230630, -1.855655], [2.245064, -3.429930, -1.514955], [3.627764, -3.220030, -0.433855], [3.888364, -3.652630, -2.127355], [1.630264, -1.718630, -3.174155], [3.195864, -1.880930, -3.964555], [2.645564, -0.289330, -3.449755], [4.497864, 1.269970, -1.679955], [5.530064, 3.214370, -2.630755], [4.572764, 4.684370, -2.858855], [4.619264, 3.461870, -4.120155], [2.000064, 4.400570, -3.144955], [0.045464, 3.278170, -2.250555], [-0.044036, 3.619370, -0.004355], [-2.024736, 4.815270, 0.772245], [-4.551436, 4.904970, 0.792345], [-4.664536, 3.721970, 2.089945], [-5.469436, 3.407770, 0.556045], [-4.364336, 1.317370, 0.252245], [-3.784736, -2.454530, 0.284545], [-3.518836, -0.067230, 2.168345], [-2.808136, -1.682730, 2.323545], [-4.551636, -1.475130, 2.484745], [-5.603736, -0.101230, 0.595845], [-5.922336, -1.716530, 0.018245], [-5.196536, -0.550330, -1.067855], [-3.664936, -0.196830, -2.349055], [-0.745036, -0.773130, -2.994255], [-1.513436, 0.827670, -2.856655], [-1.942736, -0.253830, -4.179155], [-2.244636, -2.893230, -2.691555], [-3.426236, -2.204930, -3.811455], [-3.920836, -2.683830, -2.182155], [0.492764, -2.826630, 0.637145], [-0.382636, -3.377430, -0.462455], [-1.746736, -2.741030, -0.185155], [0.109064, -2.795430, -1.712255], [-0.476336, -4.791530, -0.402355], [-0.418536, 0.475070, 5.439345], [-0.131336, -0.775330, 4.798245], [0.155264, -1.973730, 5.397745], [0.340564, -2.889830, 4.414045], [0.157464, -2.247730, 3.220345], [-0.128936, -0.957130, 3.460845], [-0.452036, 0.268970, 2.345645], [-0.132836, 0.421370, 6.487745], [-1.482936, 0.698270, 5.361145], [0.129464, 1.273870, 4.939245], [0.190464, -2.076530, 6.461845], [0.581564, -3.931030, 4.471645], [0.257964, -2.643730, 2.267845]], "forces_ev_per_a": [[0.18, 0.24, 1.97], [-0.20, -0.16, -0.08], [-0.35, -0.03, -0.04], [-0.20, -0.07, -0.12], [1.64, 0.59, -0.39], [-0.30, 0.02, 0.06], [-0.07, 0.01, 0.17], [-0.01, 0.08, 0.04], [-0.35, -0.18, 0.26], [-0.19, 0.04, 0.07], [-0.03, -0.11, 0.06], [0.00, 0.04, -0.08], [-0.09, -0.15, 0.13], [-0.15, -0.02, -0.07], [0.86, 0.17, -0.33], [-0.42, 0.03, -0.16], [-0.67, 0.28, 0.07], [0.12, -0.08, -0.01], [0.02, -0.04, -0.04], [0.00, -0.13, -0.05], [0.05, 0.08, 0.06], [0.14, 0.25, -0.03], [-0.06, -0.73, -0.03], [-0.75, 2.15, -0.81], [0.44, -0.18, 0.30], [0.08, -0.20, -0.05], [0.13, 0.06, -0.21], [0.13, -0.03, 0.06], [-0.08, -0.01, 0.03], [0.02, -0.03, 0.15], [0.02, 0.03, 0.11], [0.09, 0.09, -0.08], [0.09, -0.04, -0.06], [0.02, 0.04, -0.11], [0.09, 0.16, -0.04], [0.07, -0.02, 0.10], [0.04, 0.08, 0.15], [-0.19, 0.08, 0.12], [0.18, -0.07, -0.01], [0.06, -0.14, 0.05], [0.05, 0.04, -0.04], [-0.09, -0.01, -0.09], [0.06, -0.08, -0.03], [-0.02, 0.02, -0.09], [0.15, -0.07, -0.03], [0.09, 0.00, 0.01], [0.07, 0.09, 0.00], [0.04, 0.02, -0.03], [0.03, 0.10, -0.13], [-0.05, 0.10, 0.01], [0.03, 0.07, 0.08], [0.01, 0.17, 0.02], [-0.06, 0.12, -0.01], [-0.08, 0.04, 0.10], [-0.09, 0.04, -0.01], [-0.16, -0.10, 0.01], [-0.02, 0.26, 0.00], [-0.03, -0.04, 0.05], [0.04, 0.05, 0.11], [-0.05, 0.00, 0.00], [-0.04, 0.07, -0.01], [0.02, -0.08, 0.02], [-0.15, 0.05, -0.05], [0.16, -0.13, 0.07], [0.08, 0.04, -0.11], [0.09, 0.04, -0.05], [-0.07, -0.01, -0.09], [-0.05, -0.02, -0.09], [-0.04, 0.02, -0.01], [-0.07, -0.10, -0.02], [0.50, 0.51, 0.08], [-0.93, -2.25, -0.41], [0.24, -0.59, 0.15], [-0.03, 0.05, -0.43], [-0.01, -0.18, -0.03], [-0.21, 0.56, 0.22], [0.14, -0.55, -0.71], [0.14, -0.71, 0.02], [0.01, 0.00, 0.65], [0.00, 0.30, 0.04], [0.02, 0.14, -0.07], [-0.01, 0.04, -0.95], [0.01, -0.03, -0.07], [0.01, 0.02, 0.05], [0.02, -0.05, 0.10], [0.04, -0.05, 0.20], [0.03, -0.16, 0.04], [-0.13, 0.16, 0.40]], "spin_multiplicity": 5, "total_charge": 1, "e_tot_ev": -87226.9777, "de_lowest_kcal_mol": 14.3, "lumo_ev": [-2.0, -5.3], "orbital_gap_ev": [7.9123, 5.2065]}

{"formula": "C30H46O2P2Y", "method": "wB97M-V/def2-TZVPD", "elements": ["Y", "C", "C", "C", "C", "C", "C", "H", "H", "H", "C", "H", "H", "H", "C", "H", "H", "H", "C", "H", "H", "H", "C", "H", "H", "H", "C", "C", "C", "C", "C", "C", "C", "C", "H", "H", "H", "H", "H", "H", "H", "H", "H", "H", "H", "H", "P", "C", "C", "P", "C", "C", "C", "H", "H", "H", "H", "H", "H", "H", "H", "H", "H", "H", "H", "H", "H", "O", "C", "O", "C", "C", "C", "C", "C", "C", "H", "H", "H", "H", "H"], "xyz": [[-0.256156, 0.106273, 0.240447], [3.124896, 0.064726, -0.294720], [2.646352, 0.505160, 0.981243], [2.728304, -1.802533, 0.988256], [3.144404, -1.346809, -0.295844], [2.428857, -0.662856, 1.780942], [3.670664, 0.888353, -1.399411], [3.705405, 1.947602, -1.135452], [3.064925, 0.782093, -2.309526], [4.696035, 0.574615, -1.647146], [3.642088, -2.182144, -1.404720], [4.292862, -1.603624, -2.075898], [2.813241, -2.531407, -2.033621], [4.189256, -3.064623, -1.044962], [2.733482, -3.192643, 1.472758], [3.618522, -3.746820, 1.124831], [1.850690, -3.745807, 1.126891], [2.703877, -3.230734, 2.569198], [2.197016, -0.705657, 3.241159], [3.107355, -1.023455, 3.782568], [1.400003, -1.416343, 3.497706], [1.898512, 0.273315, 3.637034], [2.629618, 1.896790, 1.509454], [3.403994, 2.039669, 2.280427], [1.672826, 2.153393, 1.982795], [2.808883, 2.635550, 0.721706], [-2.609269, 1.961087, -1.619705], [-1.710328, 3.146883, -1.908323], [-1.738645, 4.240059, -0.868134], [-1.411895, 3.923259, 0.579527], [-1.073003, 2.447750, 0.935053], [-2.217682, 1.904959, 1.761447], [-3.548655, 2.063978, 0.976003], [-3.704778, 2.097936, -0.560893], [-2.753483, 4.653164, -0.931630], [-2.263218, 4.269874, 1.158604], [-1.106595, 5.066816, -1.228367], [-4.274390, 3.004459, -0.796970], [-3.139230, 1.654861, -2.536951], [-1.844505, 3.595471, -2.902800], [-4.402987, 1.282923, -0.788557], [-4.191162, 1.263109, 1.339047], [-2.299180, 2.530252, 2.672745], [-4.035026, 2.963777, 1.376743], [-0.602862, 4.581465, 0.897811], [-0.101437, 2.458364, 1.469667], [-0.331779, 1.951445, -2.439273], [-0.710474, 1.638495, -4.156164], [0.866488, 2.980376, -1.543722], [-1.862944, 0.281603, 2.535974], [-1.470252, 1.016934, -1.388785], [-0.981820, 0.571369, 4.071805], [-3.346123, -0.666448, 2.877291], [-0.826913, 0.560889, -4.370830], [0.090543, 2.037998, -4.797406], [-1.654326, 2.125689, -4.465481], [0.571706, 3.129907, -0.497437], [0.834996, 3.963966, -2.033613], [1.871859, 2.570494, -1.563579], [-4.265378, -0.106665, 2.664229], [-3.337906, -0.979105, 3.932045], [-3.323618, -1.563605, 2.235791], [-1.738032, -0.051767, -1.253548], [-1.102192, 1.918730, -0.027431], [-0.339630, -0.301278, 4.290704], [-1.695944, 0.684515, 4.903443], [-0.338269, 1.467473, 4.019400], [-1.204677, -2.130064, 0.256667], [-0.513684, -2.496045, -0.751185], [0.155103, -1.584731, -1.389379], [-0.331538, -3.924387, -1.116546], [0.975646, -4.371683, -1.203494], [1.261811, -5.682434, -1.572420], [0.199309, -6.539989, -1.927639], [-1.099385, -6.069156, -1.869455], [-1.399560, -4.769957, -1.453416], [1.776969, -3.683235, -0.917435], [2.290728, -6.016892, -1.591200], [0.431619, -7.544167, -2.270321], [-1.917900, -6.743439, -2.150924], [-2.422015, -4.397366, -1.357102]], "forces_ev_per_a": [[4.03, -4.04, 1.63], [-0.78, -0.54, 0.39], [-0.95, -0.51, -0.32], [0.11, 1.44, -0.72], [-0.12, 0.47, 1.31], [-0.48, -0.03, -1.16], [0.14, 0.21, -0.37], [0.16, -0.01, -0.04], [0.21, 0.07, -0.13], [-0.25, 0.18, -0.02], [0.05, -0.22, -0.77], [0.02, -0.24, 0.23], [0.21, -0.02, -0.06], [-0.07, 0.18, -0.14], [-0.23, -0.85, 0.32], [-0.20, 0.11, 0.14], [0.19, -0.06, 0.19], [0.16, -0.04, -0.22], [-0.10, -0.01, 0.78], [-0.34, 0.14, -0.08], [0.18, 0.04, 0.12], [0.14, -0.14, -0.01], [0.41, 0.42, 0.37], [-0.17, 0.14, -0.18], [0.22, 0.11, 0.15], [0.02, -0.01, 0.11], [-0.62, -0.51, -0.17], [-0.19, 0.26, -2.14], [0.59, 0.79, -0.96], [0.40, 0.24, 0.44], [0.11, 1.95, 1.56], [-0.93, 0.97, 1.22], [-0.36, -0.15, 1.10], [-0.68, -0.33, -0.32], [0.14, -0.15, -0.04], [0.04, -0.21, 0.32], [-0.10, -0.18, 0.18], [0.11, -0.13, -0.09], [-0.07, 0.32, 0.17], [-0.86, 0.43, 0.36], [0.08, 0.13, -0.01], [-0.16, 0.07, -0.16], [-0.13, 0.22, -0.51], [0.20, -0.18, -0.19], [0.15, -0.13, 0.03], [-0.41, -0.24, -0.09], [-3.46, 0.57, 2.91], [1.05, 0.11, -1.76], [2.15, -0.33, -0.83], [1.26, -0.94, -1.47], [-0.66, -1.30, -0.90], [0.02, 0.20, 1.02], [-0.55, -0.50, 0.06], [0.34, 0.43, 0.45], [-0.29, -0.19, -0.06], [0.44, -0.01, 0.57], [-0.17, -0.36, -0.59], [0.13, -0.28, 0.02], [0.16, 0.26, 0.01], [0.20, -0.19, 0.24], [-0.09, 0.08, -0.35], [-0.08, 0.33, 0.32], [0.04, 0.03, -1.78], [0.16, 0.70, 0.19], [-0.33, 0.47, -0.16], [0.28, 0.14, -0.17], [-0.26, -0.38, -0.04], [-0.06, 0.35, -0.43], [0.87, 1.52, 0.19], [-0.80, -0.68, 0.68], [-0.67, -0.10, -0.56], [0.72, -0.15, 0.18], [-0.86, -0.06, -0.11], [1.11, 0.67, 0.14], [-1.01, -0.20, -0.08], [0.59, 0.21, 0.39], [-0.45, -0.45, -0.31], [-0.05, -0.07, -0.05], [-0.21, 0.10, 0.12], [0.33, 0.33, 0.13], [0.28, -0.27, -0.16]], "spin_multiplicity": 1, "total_charge": 1, "e_tot_ev": -55563.2455, "de_lowest_kcal_mol": 0.0, "lumo_ev": -3.5, "orbital_gap_ev": 5.2755}